Formula: C17H33IN2O5P
Source: the OMol25 dataset
Level of theory: wB97M-V/def2-TZVPD

Structure (XYZ):
```
59
Properties=species:S:1:pos:R:3:lowdin_charge:R:1
C 2.96 -2.06 0.23 0.0191
C 3.76 -1.41 1.33 -0.5416
O 4.79 -0.83 1.13 0.1313
O 3.34 -1.60 2.60 0.0087
C 1.95 -1.66 2.89 -0.1850
C 1.33 -0.27 2.89 -0.1563
C -0.11 -0.24 3.42 -0.1753
C -1.23 -0.08 2.37 -0.1882
C -1.86 -1.37 1.81 -0.1907
C -1.39 -1.81 0.41 -0.1879
C -1.80 -0.92 -0.80 -0.5264
P -2.00 -1.84 -2.48 0.8886
N -2.20 -3.45 -1.97 -0.1785
O -0.44 -1.83 -3.05 -0.3147
C -0.69 0.16 -1.02 -0.1032
N -1.15 1.60 -1.02 -0.0881
C -0.03 2.53 -1.42 -0.1052
C 1.15 2.53 -0.45 -0.1529
C 2.23 3.49 -0.98 -0.0780
C 3.00 2.79 -2.09 -0.5338
O 2.79 3.01 -3.24 0.1453
O 3.77 1.74 -1.72 0.1096
C -2.30 1.78 -1.96 -0.0851
C -3.48 0.86 -1.63 -0.2608
C -3.12 -0.16 -0.54 -0.7410
I -4.82 -1.47 -0.37 0.9932
H 3.42 -1.79 -0.72 0.0949
H 1.91 -1.73 0.25 0.0420
H 2.97 -3.14 0.35 0.1063
H 1.43 -2.38 2.25 0.1153
H 1.89 -2.06 3.91 0.1386
H 1.97 0.33 3.55 0.1278
H 1.38 0.19 1.89 0.0953
H -0.31 -1.12 4.03 0.1183
H -0.19 0.61 4.10 0.1136
H -2.04 0.48 2.86 0.1164
H -0.87 0.58 1.57 0.0773
H -1.61 -2.19 2.50 0.1222
H -2.94 -1.29 1.83 0.0526
H -0.29 -1.87 0.44 0.0961
H -1.74 -2.83 0.27 0.0867
H -1.45 -3.80 -1.37 0.0352
H -2.21 -4.04 -2.80 0.0495
H 0.25 -2.11 -2.44 0.0558
H -0.17 0.05 -1.98 0.1194
H 0.05 0.08 -0.23 0.0969
H -1.42 1.87 -0.08 0.1752
H -0.47 3.53 -1.49 0.1461
H 0.30 2.23 -2.42 0.1468
H 0.84 2.79 0.57 0.1282
H 1.59 1.53 -0.42 0.1021
H 1.78 4.37 -1.44 0.1288
H 2.89 3.80 -0.17 0.1313
H 4.25 1.90 -0.89 0.1293
H -2.58 2.84 -1.93 0.1401
H -1.90 1.56 -2.95 0.1464
H -3.79 0.34 -2.53 0.0789
H -4.32 1.45 -1.27 0.1108
H -3.05 0.35 0.42 0.0726
```

Computed properties:
2S+1 = 1
structure (SMILES) = CC(=O)OCCCCCC[C@]1(P(N)O)C[N@@H+](CCCC(=O)O)CC[C@H]1I
total charge = +1
calculated total energy = -48766.382 eV